A cluster of 14 separate species, C70H178N10O23 in total. Source: OMol25; level of theory: the ωB97M-V functional and the def2-TZVPD basis.

```
281
Properties=species:S:1:pos:R:3
C -4.83 1.99 16.03
C -3.61 1.11 16.15
C -2.74 1.09 14.90
O -2.80 1.49 17.21
H -5.38 2.24 16.93
H -5.55 1.78 15.24
H -4.54 2.95 15.60
H -3.93 0.10 16.40
H -2.60 2.10 14.52
H -3.19 0.46 14.13
H -1.83 0.48 14.85
H -2.32 2.28 16.96
C -0.58 -8.26 -11.67
C -1.03 -6.89 -11.10
C -2.43 -6.93 -10.50
O -0.12 -6.58 -10.07
H 0.38 -8.31 -12.18
H -1.35 -8.65 -12.33
H -0.57 -9.01 -10.87
H -0.90 -6.17 -11.92
H -3.11 -7.52 -11.12
H -2.83 -5.92 -10.44
H -2.54 -7.38 -9.51
H 0.73 -6.51 -10.51
C 6.38 -4.99 -9.09
C 6.67 -4.81 -10.61
C 7.72 -5.83 -11.06
O 5.49 -5.12 -11.36
H 5.38 -4.58 -8.92
H 7.15 -4.50 -8.48
H 6.27 -6.04 -8.83
H 6.95 -3.79 -10.87
H 7.96 -5.80 -12.12
H 7.28 -6.83 -11.02
H 8.53 -5.81 -10.33
H 5.61 -4.97 -12.30
C 8.55 -6.99 -0.64
C 8.73 -5.77 0.26
C 7.45 -4.92 0.49
O 9.28 -6.16 1.53
H 8.67 -6.78 -1.70
H 7.53 -7.32 -0.45
H 9.16 -7.83 -0.32
H 9.48 -5.07 -0.09
H 6.98 -4.61 -0.44
H 7.74 -4.10 1.15
H 6.67 -5.44 1.04
H 8.54 -6.38 2.09
C 1.05 6.27 7.03
C 2.37 6.98 6.53
C 2.77 6.27 5.22
O 3.74 7.09 4.56
C 4.18 6.63 3.27
N 1.94 8.35 6.23
H 1.19 5.19 7.06
H 0.20 6.51 6.39
H 0.90 6.59 8.06
H 3.18 6.93 7.25
H 1.94 6.07 4.55
H 3.24 5.31 5.44
H 4.67 5.68 3.46
H 4.77 7.41 2.78
H 3.37 6.32 2.62
H 2.65 8.85 5.71
H 1.21 8.29 5.54
C -8.33 1.89 -4.45
O -9.58 1.64 -3.91
C -10.05 0.32 -4.06
C -11.56 0.22 -3.73
N -11.92 0.21 -2.33
C -11.42 1.34 -1.43
C -11.75 0.91 0.03
O -10.82 -0.04 0.53
C -10.97 -0.39 1.87
H -8.14 2.94 -4.22
H -8.41 1.92 -5.54
H -7.48 1.28 -4.16
H -9.41 -0.32 -3.46
H -9.89 0.02 -5.10
H -11.96 -0.75 -4.02
H -12.06 1.04 -4.25
H -11.44 -0.57 -1.90
H -11.92 2.26 -1.72
H -10.34 1.46 -1.51
H -12.76 0.54 0.20
H -11.79 1.81 0.63
H -10.40 -1.27 2.18
H -11.99 -0.33 2.27
H -10.47 0.47 2.30
C -0.74 -2.02 -3.53
O -0.15 -1.30 -2.44
C 1.19 -1.49 -2.31
C 1.60 -0.81 -0.97
N 1.06 -1.50 0.27
C 1.52 -0.80 1.42
C 1.09 -1.52 2.68
O 1.21 -0.74 3.79
C 0.81 -1.31 5.05
H -1.80 -1.88 -3.74
H -0.54 -3.09 -3.39
H -0.28 -1.70 -4.46
H 1.72 -1.03 -3.14
H 1.38 -2.56 -2.22
H 1.42 0.27 -0.99
H 2.68 -0.94 -0.99
H 0.05 -1.51 0.19
H 1.01 0.17 1.36
H 2.60 -0.74 1.32
H 1.65 -2.43 2.85
H 0.04 -1.82 2.63
H -0.22 -1.67 5.15
H 0.99 -0.59 5.85
H 1.42 -2.15 5.37
C -2.68 -9.04 -1.53
O -2.00 -9.02 -0.27
C -1.35 -7.79 0.08
C -0.68 -8.03 1.45
N -1.54 -8.71 2.34
C -2.68 -7.81 2.71
C -3.50 -8.33 3.97
O -4.36 -9.35 3.51
C -5.22 -9.77 4.54
H -3.40 -8.23 -1.56
H -3.23 -9.97 -1.64
H -2.01 -8.97 -2.39
H -2.09 -7.00 0.18
H -0.62 -7.57 -0.69
H -0.38 -7.07 1.87
H 0.26 -8.59 1.46
H -1.99 -9.33 1.68
H -3.30 -7.67 1.82
H -2.37 -6.83 3.05
H -4.00 -7.49 4.47
H -2.89 -8.73 4.78
H -4.61 -10.02 5.41
H -5.77 -10.67 4.24
H -5.93 -8.96 4.69
C -0.18 11.60 -2.73
O -0.94 10.38 -2.85
C -0.29 9.32 -2.21
C -1.03 7.95 -2.41
N -2.30 7.91 -1.70
C -3.01 6.66 -1.93
C -4.50 6.87 -1.51
O -5.09 7.98 -2.31
C -6.41 8.37 -1.86
H -0.20 12.01 -1.73
H -0.58 12.39 -3.36
H 0.86 11.44 -3.02
H -0.29 9.50 -1.14
H 0.72 9.23 -2.63
H -0.43 7.11 -2.03
H -1.14 7.70 -3.46
H -2.79 8.71 -2.09
H -2.54 5.98 -1.22
H -2.86 6.30 -2.95
H -4.52 7.06 -0.43
H -5.03 5.93 -1.65
H -6.46 8.74 -0.83
H -7.07 7.51 -1.85
H -6.83 9.08 -2.57
C 3.67 -2.74 13.40
O 2.83 -3.79 12.85
C 2.73 -5.01 13.55
C 1.70 -5.87 12.82
N 0.31 -5.36 12.93
C -0.56 -6.33 12.19
C -2.01 -5.85 12.20
O -2.07 -4.66 11.39
C -3.37 -4.14 11.39
H 3.30 -2.36 14.35
H 3.73 -1.91 12.70
H 4.66 -3.18 13.53
H 2.32 -4.83 14.55
H 3.71 -5.46 13.71
H 1.79 -6.81 13.37
H 2.05 -6.11 11.82
H 0.34 -4.52 12.37
H -0.47 -7.28 12.73
H -0.27 -6.49 11.15
H -2.27 -5.59 13.23
H -2.70 -6.64 11.90
H -3.55 -3.31 10.70
H -3.79 -3.92 12.37
H -4.05 -4.89 11.00
C 7.25 -5.85 5.72
O 7.95 -4.61 5.68
C 7.92 -3.88 6.88
C 8.77 -2.63 6.60
N 10.11 -2.90 6.00
C 11.06 -1.79 5.92
C 10.51 -0.74 4.94
O 10.67 -1.23 3.55
C 10.27 -0.29 2.61
H 7.35 -6.43 4.81
H 6.20 -5.61 5.88
H 7.62 -6.49 6.53
H 8.41 -4.44 7.67
H 6.92 -3.63 7.23
H 8.96 -2.09 7.53
H 8.12 -2.03 5.96
H 9.96 -3.22 5.06
H 11.99 -2.21 5.55
H 11.26 -1.41 6.92
H 11.06 0.19 5.03
H 9.47 -0.47 5.10
H 10.75 0.68 2.72
H 9.19 -0.16 2.57
H 10.52 -0.60 1.59
C 5.41 4.29 -8.07
O 5.71 4.17 -6.74
C 7.04 3.68 -6.52
C 7.53 3.57 -5.05
N 7.54 4.86 -4.38
C 8.83 5.55 -4.73
C 9.02 6.84 -3.93
O 7.98 7.73 -4.26
C 8.19 9.02 -3.66
H 5.31 3.45 -8.75
H 6.02 5.05 -8.55
H 4.49 4.87 -8.06
H 7.85 4.02 -7.18
H 6.90 2.65 -6.85
H 8.47 3.03 -4.95
H 6.83 2.99 -4.44
H 6.80 5.46 -4.71
H 8.82 5.71 -5.81
H 9.67 4.95 -4.40
H 9.97 7.31 -4.17
H 9.01 6.61 -2.87
H 8.10 9.03 -2.57
H 7.31 9.57 -4.01
H 9.07 9.56 -4.00
C -3.75 5.67 -20.95
O -3.93 4.72 -19.90
C -4.83 3.68 -20.17
C -5.44 3.18 -18.85
N -4.56 2.36 -18.05
C -3.31 3.05 -17.72
C -2.68 2.39 -16.54
O -3.50 2.43 -15.41
C -2.86 1.89 -14.25
H -4.72 5.95 -21.37
H -3.10 5.22 -21.70
H -3.26 6.55 -20.52
H -4.29 2.92 -20.73
H -5.69 4.07 -20.72
H -6.30 2.57 -19.15
H -5.84 4.04 -18.32
H -5.02 2.27 -17.16
H -3.49 4.08 -17.44
H -2.61 3.10 -18.56
H -1.72 2.86 -16.31
H -2.36 1.36 -16.71
H -2.49 0.89 -14.49
H -3.55 1.80 -13.41
H -2.05 2.52 -13.88
C -4.96 5.92 9.18
O -4.78 4.59 8.69
C -5.98 3.88 8.34
C -5.57 2.80 7.37
N -5.15 3.28 6.08
C -4.23 2.42 5.40
C -4.98 1.66 4.32
O -4.14 0.93 3.47
C -4.86 0.57 2.22
H -4.71 6.04 10.24
H -6.00 6.24 9.13
H -4.34 6.70 8.74
H -6.68 4.50 7.77
H -6.41 3.43 9.24
H -6.41 2.11 7.22
H -4.79 2.35 7.99
H -4.73 4.19 6.16
H -3.73 1.68 6.03
H -3.43 2.98 4.91
H -5.60 2.32 3.73
H -5.68 0.93 4.74
H -4.76 1.37 1.48
H -5.93 0.39 2.32
H -4.47 -0.40 1.92
```

Results
LUMO level: 0.0122 hartree
largest force on an atom: 0.0743 Eh/bohr
E_HOMO: -8.44 eV
orbital gap: 8.77 eV

These are the Löwdin partial charges, in e, on atoms 1 to 99:
1 C -0.06
2 C -0.52
3 C -0.06
4 O -0.04
5 H 0.08
6 H 0.08
7 H 0.07
8 H 0.14
9 H 0.08
10 H 0.07
11 H 0.08
12 H 0.09
13 C -0.07
14 C -0.49
15 C -0.05
16 O -0.06
17 H 0.07
18 H 0.07
19 H 0.08
20 H 0.13
21 H 0.07
22 H 0.07
23 H 0.08
24 H 0.09
25 C -0.05
26 C -0.47
27 C -0.08
28 O -0.08
29 H 0.07
30 H 0.08
31 H 0.08
32 H 0.13
33 H 0.07
34 H 0.08
35 H 0.08
36 H 0.08
37 C -0.05
38 C -0.48
39 C -0.06
40 O -0.06
41 H 0.08
42 H 0.07
43 H 0.08
44 H 0.13
45 H 0.08
46 H 0.08
47 H 0.07
48 H 0.07
49 C -0.07
50 C -0.39
51 C -0.21
52 O -0.22
53 C -0.10
54 N 0.03
55 H 0.07
56 H 0.07
57 H 0.07
58 H 0.14
59 H 0.12
60 H 0.12
61 H 0.08
62 H 0.09
63 H 0.08
64 H 0.06
65 H 0.06
66 C -0.14
67 O -0.21
68 C -0.22
69 C -0.21
70 N -0.07
71 C -0.15
72 C -0.23
73 O -0.20
74 C -0.12
75 H 0.09
76 H 0.08
77 H 0.09
78 H 0.12
79 H 0.11
80 H 0.11
81 H 0.12
82 H 0.09
83 H 0.12
84 H 0.10
85 H 0.12
86 H 0.11
87 H 0.09
88 H 0.09
89 H 0.08
90 C -0.08
91 O -0.20
92 C -0.27
93 C -0.17
94 N -0.07
95 C -0.23
96 C -0.28
97 O -0.18
98 C -0.08
99 H 0.08


The ion CH2Br2NO with charge -1. Source: OMol25; level of theory: the ωB97M-V functional and the def2-TZVPD basis.

```
7
Properties=species:S:1:pos:R:3
O -1.28 0.70 -0.37
N -0.38 0.35 0.58
C 0.34 -0.68 0.31
Br 1.41 -1.40 1.92
Br 2.20 -0.22 -1.03
H 0.11 1.10 0.98
H -0.30 -1.42 -0.08
```

Results
LUMO level (alpha / beta): 0.1201 / 0.1201 hartree
SMILES: [O-]NC(Br)Br
net charge: -1
largest force on an atom: 0.0520 Eh/bohr
E_HOMO (alpha / beta): -3.27 / -3.27 eV
energy relative to the best compared isomer or geometry (same formula, charge and spin): 17.3 kcal per mole
orbital gap (alpha / beta): 6.54 / 6.53 eV

Here is what natural (NBO) gives for the atomic charges, in e:
1 O -0.70
2 N -0.28
3 C 0.10
4 Br -0.12
5 Br -0.53
6 H 0.34
7 H 0.19


An isolated molecule of C3H8N2O2. Source: OMol25; level of theory: the ωB97M-V functional and the def2-TZVPD basis.

```
15
Properties=species:S:1:pos:R:3
H 2.91 -0.25 0.80
N 2.01 -0.01 0.40
C 1.64 1.21 0.57
N 0.30 1.54 0.26
O -0.31 0.71 -0.64
C -1.42 0.02 -0.11
C -1.18 -1.42 -0.64
O -0.05 -2.02 -0.10
H 2.22 2.01 1.10
H 0.23 2.48 -0.03
H -1.47 0.08 0.96
H -2.41 0.36 -0.41
H -2.08 -2.01 -0.41
H -1.06 -1.36 -1.71
H 0.67 -1.36 -0.04
```

Results
LUMO level: 0.0291 hartree
SMILES: [H]/N=C/NOCCO
largest force on an atom: 0.0396 Eh/bohr
E_HOMO: -9.54 eV
energy relative to the best compared isomer or geometry (same formula, charge and spin): 81.0 kcal per mole
orbital gap: 10.33 eV

Here is what natural (NBO) gives for the atomic charges, in e:
1 H 0.36
2 N -0.72
3 C 0.26
4 N -0.32
5 O -0.38
6 C -0.10
7 C -0.07
8 O -0.75
9 H 0.17
10 H 0.36
11 H 0.19
12 H 0.17
13 H 0.17
14 H 0.16
15 H 0.50


A structure of composition C3H4HgMgO4. Source: OMol25; level of theory: the ωB97M-V functional and the def2-TZVPD basis.

```
13
Properties=species:S:1:pos:R:3
H 0.98 -0.14 3.29
C 1.06 0.15 2.24
C 1.57 1.53 2.11
O 0.17 1.34 2.02
H 1.88 2.09 3.00
H 2.05 1.86 1.18
O -0.40 -0.12 -0.60
C -0.57 -1.14 -1.34
O -0.77 -1.08 -2.60
Hg -1.09 1.57 0.43
H 0.28 -1.91 -2.65
Mg 0.99 -1.18 0.60
O 0.50 -1.94 -1.26
```

Results
LUMO level (alpha / beta): -0.1816 / -0.2031 hartree
spin multiplicity: 2
net charge: +1
largest force on an atom: 0.1641 Eh/bohr
E_HOMO (alpha / beta): -12.14 / -14.25 eV
energy relative to the best compared isomer or geometry (same formula, charge and spin): 89.8 kcal per mole
orbital gap (alpha / beta): 7.20 / 8.73 eV

Here is what natural (NBO) gives for the atomic charges, in e:
1 H 0.21
2 C -0.56
3 C -0.11
4 O -0.66
5 H 0.22
6 H 0.19
7 O -0.92
8 C 0.97
9 O -0.60
10 Hg 0.91
11 H 0.59
12 Mg 1.69
13 O -0.92


A cluster of 2 separate species, C5H12NO in total. Source: OMol25; level of theory: the ωB97M-V functional and the def2-TZVPD basis.

```
19
Properties=species:S:1:pos:R:3
C 0.61 1.20 1.50
C 1.32 0.21 0.58
C 2.61 1.23 -1.06
N 2.61 0.75 0.11
H -0.24 0.67 1.91
H 1.31 1.64 2.22
H 0.17 2.00 0.89
H 0.66 -0.14 -0.22
H 1.56 -0.69 1.15
H 1.65 1.49 -1.53
H 3.56 1.42 -1.55
C -2.28 -0.78 -0.81
O -1.22 -0.27 -0.13
C -2.83 -2.07 -0.18
H -2.08 -0.99 -1.90
H -3.12 -0.04 -0.84
H -2.03 -2.82 -0.15
H -3.66 -2.48 -0.77
H -3.15 -1.89 0.85
```

Results
LUMO level: 0.1491 hartree
net charge: -1
largest force on an atom: 0.0207 Eh/bohr
E_HOMO: -2.58 eV
energy relative to the best compared isomer or geometry (same formula, charge and spin): 30.3 kcal per mole
orbital gap: 6.63 eV

Here is what natural (NBO) gives for the atomic charges, in e:
1 C -0.62
2 C -0.29
3 C -0.10
4 N -0.40
5 H 0.25
6 H 0.17
7 H 0.20
8 H 0.28
9 H 0.17
10 H 0.15
11 H 0.15
12 C -0.01
13 O -0.98
14 C -0.64
15 H 0.07
16 H 0.07
17 H 0.18
18 H 0.16
19 H 0.18


An isolated molecule of C2H4OS. Source: OMol25; level of theory: the ωB97M-V functional and the def2-TZVPD basis.

```
8
Properties=species:S:1:pos:R:3
C 1.06 -0.34 -0.06
O -0.32 -0.63 -0.01
C -1.15 0.36 0.13
S -2.95 0.10 -0.06
H 1.39 0.48 0.54
H 1.23 -0.09 -1.05
H 1.59 -1.36 0.19
H -0.85 1.49 0.32
```

Results
LUMO level: -0.0008 hartree
SMILES: COC=S
largest force on an atom: 0.1051 Eh/bohr
E_HOMO: -8.53 eV
energy relative to the best compared isomer or geometry (same formula, charge and spin): 47.7 kcal per mole
orbital gap: 8.51 eV

Here is what natural (NBO) gives for the atomic charges, in e:
1 C -0.26
2 O -0.47
3 C 0.13
4 S -0.20
5 H 0.19
6 H 0.19
7 H 0.21
8 H 0.20